Molecular formula: H5NOSi2
Method: DFT, ωB97M-V with the def2-TZVPD basis set

Geometry as XYZ:
```
9
Properties=species:S:1:pos:R:3:mulliken_charge:R:1
N 0.56293 -0.29480 -0.30740 -0.278
O -0.52279 2.29827 -1.28199 -0.515
Si 0.05498 -1.77525 0.09219 0.411
Si -0.10075 1.73397 0.04512 0.427
H 1.04304 -0.15978 -1.14909 0.284
H -1.03125 -1.94567 1.15171 -0.023
H 0.22431 -3.18483 -0.39081 -0.043
H 0.95998 2.19689 1.03166 -0.095
H -1.19046 1.13120 0.80860 -0.167
```

The energy comes out at -711.9203 a.u. As for the multiplicity: 1. The calculation puts the relative energy (zero: lowest compared OMol25 entry of this formula, charge and spin) at 357.3 kJ/mol. Its frontier orbital gap is 7.6 eV. The value obtained for the molecular weight is 91.2 u. The HOMO energy comes out at -8.98 eV.